Entry 1:
{"formula": "C4H7NO", "method": "the ωB97M-V functional and the def2-TZVPD basis", "symbols": ["C", "C", "N", "C", "C", "O", "H", "H", "H", "H", "H", "H", "H"], "xyz": [[-1.7776, -0.1420, -0.0912], [-0.3330, -0.1446, 0.3606], [0.6637, -0.9145, -0.4223], [1.6973, 0.1267, -0.2483], [0.5436, 1.0763, 0.0698], [0.3535, 2.2536, -0.0162], [-2.2104, -1.1463, -0.0299], [-1.8683, 0.2149, -1.1210], [-2.3600, 0.5196, 0.5598], [-0.2703, -0.3655, 1.4399], [0.9042, -1.8177, -0.0295], [2.3268, 0.3428, -1.1162], [2.3304, -0.0035, 0.6443]], "forces_ev_per_angstrom": [[-0.044, -0.007, -0.028], [-0.279, 0.118, 0.110], [0.016, -0.348, 0.048], [0.269, 0.191, -0.077], [0.001, 0.343, 0.070], [0.075, -0.401, 0.095], [0.083, 0.137, -0.006], [0.050, -0.069, 0.123], [0.081, -0.094, -0.132], [0.006, 0.049, -0.110], [-0.038, 0.085, -0.030], [-0.145, -0.031, 0.083], [-0.077, 0.026, -0.146]], "nbo_charge": [-0.616, -0.161, -0.608, -0.341, 0.607, -0.502, 0.216, 0.221, 0.222, 0.191, 0.362, 0.214, 0.196], "e_lumo_ev": 0.76, "smiles": "C[C@H]1NCC1=O", "e_above_lowest_ev": 1.6879, "multiplicity": 1, "energy_ev": -7797.9565}

Entry 2:
{"formula": "C4H7NO", "method": "the ωB97M-V functional and the def2-TZVPD basis", "symbols": ["O", "C", "C", "C", "N", "C", "H", "H", "H", "H", "H", "H", "H"], "xyz": [[2.8905, 1.1073, -0.0279], [0.3681, -0.0361, -0.5957], [-0.1253, -1.4109, -0.1751], [-1.2939, -0.5174, -0.2597], [-1.4119, 0.2163, 0.9957], [-0.4546, 0.8472, 0.1202], [2.6051, 0.7662, 0.8275], [2.2334, 0.7327, -0.6430], [0.0436, -1.7433, 0.8509], [0.0337, -2.1785, -0.9281], [-2.0496, -0.4588, -1.0347], [-2.2610, 0.7797, 1.0204], [-0.5781, 1.8955, -0.1505]], "forces_ev_per_angstrom": [[0.015, -0.057, 0.086], [-0.071, 0.102, 0.098], [-0.055, -0.163, 0.021], [-0.384, -0.384, -0.193], [-0.055, -0.026, 0.004], [0.159, 0.352, -0.114], [0.123, 0.078, -0.078], [0.046, 0.082, -0.005], [-0.040, 0.050, -0.115], [-0.024, 0.143, 0.123], [0.142, 0.018, 0.129], [0.085, -0.028, -0.022], [0.060, -0.168, 0.067]], "nbo_charge": [-0.953, -0.191, -0.487, 0.031, -0.591, -0.044, 0.457, 0.486, 0.234, 0.234, 0.236, 0.369, 0.220], "e_lumo_ev": 0.69, "e_above_lowest_ev": 5.3325, "multiplicity": 1, "energy_ev": -7794.3119}